(1)
76
Properties=species:S:1:pos:R:3:mulliken_charge:R:1 method="wB97M-V/def2-TZVPD" fmax_ev_per_a=2.81 homo_ha=-0.4450 charge=+2 total_energy_ha=-6199.53629 de_lowest_ev=0.000
N 8.2720 -2.9078 -4.3825 -0.54
C 7.5585 -3.9688 -4.0008 -0.32
C 6.4202 -3.8623 -3.1859 -0.46
C 5.9687 -2.5756 -2.7986 0.53
C 6.7918 -1.4838 -3.1620 -0.38
C 7.8944 -1.6916 -3.9909 -0.35
C 4.6818 -2.3418 -2.1541 -0.01
Zn -1.1918 -0.2691 0.5428 0.14
P -5.0904 1.4700 -0.6221 -0.01
C 4.1324 -1.0982 -2.1236 -0.27
C 2.8107 -0.8486 -1.6886 1.18
C 2.1840 0.3356 -2.1224 -0.77
C 0.8678 0.5825 -1.7770 0.23
C 0.2105 -0.3678 -1.0137 -0.71
C 0.7709 -1.5769 -0.6123 -0.24
C 2.1005 -1.8191 -0.9396 -1.23
Br -2.1088 -0.2014 -1.8094 0.00
H 4.1469 -3.2222 -1.7951 0.25
H 4.6656 -0.2385 -2.5529 0.15
H 5.8870 -4.7653 -2.8905 0.36
H 6.5754 -0.4640 -2.8357 0.37
H 7.9118 -4.9447 -4.3511 0.36
H 8.4725 -0.8180 -4.3190 0.35
H 2.7136 1.0243 -2.7978 0.41
H 2.5753 -2.7668 -0.6709 0.32
H 0.3835 1.4906 -2.1340 0.70
H 0.2003 -2.3203 -0.0391 0.70
P 0.1187 0.8907 2.0399 0.65
C -5.4534 0.0395 -1.7578 -0.10
C -6.1174 0.4278 -3.0870 -1.25
H -6.1486 -0.6189 -1.2109 0.29
H -4.5218 -0.5185 -1.9276 -0.03
H -6.1500 -0.4312 -3.7671 0.38
H -7.1612 0.7389 -2.9407 0.35
H -5.5830 1.2369 -3.6005 0.30
C -3.7523 2.6069 -1.2090 0.41
C -3.9997 4.1229 -1.0668 -1.44
H -3.5682 2.3785 -2.2691 0.41
H -2.8375 2.3351 -0.6634 -0.40
H -3.1656 4.6756 -1.5227 0.40
H -4.9103 4.4472 -1.5853 0.40
H -4.0523 4.4366 -0.0184 0.31
C -4.5157 0.6931 0.9364 0.53
C -5.7041 0.4931 1.8982 -1.44
H -3.7583 1.3611 1.3838 0.02
H -4.0225 -0.2679 0.7410 -0.19
H -5.3683 0.4640 2.9478 0.38
H -6.4405 1.3013 1.8289 0.41
H -6.2027 -0.4568 1.6976 0.35
C -0.4623 0.8690 3.7750 -0.21
C 0.5555 1.4132 4.7770 -1.28
H -0.7524 -0.1697 4.0002 0.27
H -1.3846 1.4696 3.8094 0.45
H 1.2626 0.6412 5.0975 0.32
H 1.1243 2.2613 4.3726 0.32
H 0.0415 1.7680 5.6773 0.41
C -0.1336 2.6273 1.4891 -0.57
C 0.9641 3.1114 0.5501 -0.99
H -0.2240 3.2618 2.3822 0.52
H -1.1202 2.6327 0.9834 0.10
H 1.9340 3.1821 1.0607 0.31
H 1.0811 2.4514 -0.3129 0.04
H 0.7028 4.1093 0.1759 0.47
C 1.9479 0.5973 1.9871 -0.54
C 2.4065 -0.6117 2.7999 -1.32
H 2.4998 1.5089 2.2724 0.58
H 2.1898 0.4240 0.9258 0.25
H 3.4814 -0.7793 2.6417 0.41
H 2.2564 -0.4806 3.8786 0.24
H 1.8783 -1.5159 2.4753 0.26
C -2.1488 -3.5976 3.4349 -1.01
C -2.0871 -2.5683 2.4125 0.65
N -2.0113 -1.7353 1.6182 -0.17
H -1.2318 -4.2026 3.4109 0.32
H -3.0156 -4.2503 3.2570 0.35
H -2.2445 -3.1237 4.4273 0.32



(2)
79
Properties=species:S:1:pos:R:3:mulliken_charge:R:1 method="wB97M-V/def2-TZVPD" fmax_ev_per_a=1.08 homo_ha=-0.3241 total_energy_ha=-1711.31857 de_lowest_ev=0.000
C -0.7012 2.6246 -4.7720 -1.10
C -1.1105 2.4235 -3.5340 -0.24
C -1.8325 1.1993 -3.0087 1.29
C -3.3170 1.3396 -3.3921 -2.11
C -1.2816 -0.1054 -3.5855 -1.19
C 0.0111 -0.5849 -2.9779 0.48
O 0.6725 -1.4399 -3.5161 -0.59
C 0.3823 0.1144 -1.6625 -0.17
O 0.7636 1.4299 -2.0201 -0.41
C 1.5281 -0.5890 -0.8475 1.54
C 1.1099 -2.0195 -0.4855 -1.87
C 2.8130 -0.7361 -1.7172 -0.94
O 3.1080 0.4542 -2.4450 -0.69
C 4.0330 -1.0968 -0.8640 -1.01
C 4.2716 -0.0197 0.1818 -1.27
C 3.1065 0.1094 1.1748 1.40
C 3.0697 -1.0994 2.1148 -1.68
C 3.3986 1.3486 2.0369 -2.11
C 1.8087 0.3505 0.3577 -0.34
C 0.5641 0.5432 1.2337 -1.47
O 0.1975 -0.6429 1.9481 0.48
C -0.2359 -0.4965 3.1947 0.50
O -0.3787 0.5618 3.7545 -0.62
C -0.4609 -1.8178 3.9046 -1.15
C -0.7687 -3.0198 3.0159 -1.05
N -1.8489 -2.7962 2.0713 0.70
C -2.0630 -3.9826 1.2679 -1.15
C -3.0782 -2.3605 2.7032 -1.13
C -0.6181 1.0869 0.4126 -0.96
O -1.7706 1.1348 1.2424 -0.30
C -1.9905 2.2782 1.9071 1.00
C -3.1686 2.1306 2.8305 -1.34
O -1.3214 3.2681 1.7880 -0.56
C -0.9504 0.3150 -0.8768 1.26
C -1.7503 -0.9616 -0.5825 -1.26
O -1.7920 1.2198 -1.5836 -0.27
H -0.8027 1.8936 -5.5575 0.23
H -0.2315 3.5499 -5.0579 0.33
H -0.9931 3.1927 -2.7861 0.33
H -3.8900 0.5057 -2.9935 0.42
H -3.7074 2.2600 -2.9677 0.42
H -3.4240 1.3716 -4.4727 0.39
H -2.0079 -0.9089 -3.4263 0.29
H -1.1464 -0.0193 -4.6639 0.58
H 1.6512 1.3784 -2.4147 0.65
H 0.6667 -2.5016 -1.3525 0.42
H 1.9725 -2.6141 -0.2035 0.63
H 0.4035 -2.0284 0.3303 0.19
H 2.6265 -1.5427 -2.4372 0.64
H 3.8485 0.2694 -3.0312 0.50
H 3.9080 -2.0698 -0.3947 0.39
H 4.9037 -1.1670 -1.5234 0.58
H 5.1931 -0.2318 0.7273 0.49
H 4.3992 0.9356 -0.3322 0.39
H 2.6894 -1.9909 1.6331 0.29
H 2.4460 -0.8907 2.9790 0.31
H 4.0760 -1.3046 2.4772 0.48
H 2.6815 1.4569 2.8459 0.39
H 3.3800 2.2563 1.4384 0.42
H 4.3865 1.2552 2.4837 0.47
H 1.9566 1.3354 -0.1039 1.41
H 0.7697 1.3123 1.9895 1.09
H 0.4607 -2.0293 4.4552 0.36
H -1.2435 -1.6586 4.6475 0.38
H 0.1209 -3.2702 2.4316 0.44
H -0.9900 -3.8780 3.6801 0.42
H -2.8268 -3.7740 0.5212 0.32
H -2.3842 -4.8483 1.8683 0.38
H -1.1383 -4.2420 0.7541 0.27
H -3.4206 -3.0520 3.4889 0.32
H -2.9369 -1.3710 3.1324 0.24
H -3.8538 -2.2892 1.9429 0.38
H -0.3660 2.1123 0.1113 0.86
H -3.8809 1.4200 2.4236 0.25
H -2.7878 1.7539 3.7788 0.29
H -3.6317 3.0982 2.9970 0.41
H -1.5502 -1.7456 -1.3067 0.32
H -2.8047 -0.6975 -0.6307 0.55
H -1.5541 -1.3353 0.4166 -0.61



(3)
80
Properties=species:S:1:pos:R:3:mulliken_charge:R:1 method="wB97M-V/def2-TZVPD" fmax_ev_per_a=1.43 homo_ha=-0.5969 charge=+3 total_energy_ha=-4105.85360
Hf 0.0414 -0.1494 0.0513 0.55
C 4.0013 -0.4356 3.7911 -0.89
O 3.3880 -0.8384 2.5215 -0.30
C 2.1724 -0.5391 2.2648 0.37
O 1.6653 -0.9051 1.1681 -0.10
N 1.4064 0.1280 3.1271 -0.11
N 0.0906 0.3894 2.7325 -0.55
H 5.0326 -0.7467 3.7167 0.27
H 3.5069 -0.9581 4.6078 0.38
H 3.9446 0.6477 3.8950 0.41
H 1.7306 0.4277 4.0334 0.25
H -0.0635 1.3921 2.7753 0.18
H -0.5382 -0.0487 3.3992 0.35
C -4.1976 -1.1615 1.4439 -1.21
C -4.1281 -0.8269 -0.0448 -0.70
As -2.3904 -1.1833 -0.8504 0.05
C -2.3871 -0.2185 -2.5700 -0.37
C -3.7702 -0.0972 -3.2025 -1.33
C -2.6273 -3.0168 -1.4656 -0.57
C -3.1459 -3.9895 -0.4152 -1.34
H -5.1952 -0.9379 1.8250 0.44
H -3.4904 -0.5692 2.0287 0.18
H -4.0022 -2.2164 1.6397 0.28
H -4.3844 0.2102 -0.2352 0.58
H -4.8100 -1.4414 -0.6247 0.68
H -1.7064 -0.7816 -3.2086 0.49
H -1.9472 0.7705 -2.4226 0.26
H -4.2592 -1.0624 -3.3272 0.31
H -3.6664 0.3441 -4.1941 0.44
H -4.4295 0.5473 -2.6236 0.32
H -1.6936 -3.3462 -1.9137 0.38
H -3.3513 -2.8991 -2.2688 0.75
H -2.5089 -4.0411 0.4683 0.30
H -3.1885 -4.9878 -0.8507 0.39
H -4.1561 -3.7389 -0.0958 0.38
C 4.5658 0.5120 -1.2073 -1.75
C 3.6069 1.5932 -0.7738 -0.14
C 4.0436 2.8896 -0.5178 -0.78
C 3.1563 3.8994 -0.1700 -0.11
C 3.6348 5.3113 0.0238 -1.64
C 1.7932 3.6028 -0.0113 -0.43
C 1.3304 2.3272 -0.2492 1.82
C 2.2471 1.3569 -0.6660 -0.34
N -0.0032 1.8431 -0.0233 0.50
C -1.1086 2.7850 0.3256 1.80
C -0.8159 3.5097 1.6658 -1.92
C -2.3471 1.9175 0.4868 -1.80
C -1.3611 3.7625 -0.8151 -1.63
H 4.9947 0.7412 -2.1851 0.42
H 4.0815 -0.4650 -1.2655 0.26
H 5.4001 0.4328 -0.5079 0.40
H 5.0990 3.1199 -0.6297 0.47
H 4.7169 5.3557 0.1356 0.42
H 3.1743 5.7725 0.8982 0.38
H 3.3657 5.9179 -0.8450 0.34
H 1.1275 4.3972 0.2981 0.42
H 1.9069 0.3685 -0.9919 0.73
H 0.1238 3.1831 2.1203 0.55
H -1.6274 3.3480 2.3805 0.35
H -0.7285 4.5887 1.5328 0.48
H -2.1930 1.1090 1.2212 0.38
H -2.6434 1.5027 -0.4736 -0.01
H -3.1937 2.4995 0.8546 0.53
H -0.4937 4.3881 -1.0248 0.46
H -2.1945 4.4193 -0.5522 0.49
H -1.6233 3.2284 -1.7323 0.25
S 1.7270 -3.2503 -3.2100 -0.13
C 1.2735 -1.7175 -2.6972 -0.51
N 0.7331 -1.6550 -1.4996 0.72
C 0.6704 -2.9374 -0.9083 -0.43
C 0.1511 -3.2465 0.3516 -0.31
C 0.1691 -4.5559 0.7712 -1.07
C 0.6903 -5.5665 -0.0559 -0.76
C 1.1970 -5.2764 -1.3047 -0.55
C 1.1788 -3.9410 -1.7162 1.15
H 1.4288 -0.8433 -3.3173 0.46
H -0.2604 -2.4807 1.0085 0.47
H -0.2255 -4.8188 1.7461 0.51
H 0.6927 -6.5910 0.2965 0.48
H 1.5965 -6.0574 -1.9424 0.51